{
  "formula": "C41H47AuN3OSSi2",
  "method": "the ωB97M-V functional and the def2-TZVPD basis",
  "elements": ["Au", "C", "Si", "C", "N", "C", "C", "C", "C", "C", "C", "C", "C", "C", "C", "C", "C", "C", "C", "C", "C", "C", "H", "H", "H", "H", "H", "H", "H", "H", "H", "H", "H", "H", "H", "H", "H", "H", "H", "H", "H", "H", "H", "H", "H", "H", "C", "N", "C", "C", "N", "C", "S", "H", "H", "H", "H", "H", "H", "H", "H", "O", "Si", "C", "C", "C", "C", "C", "C", "C", "C", "C", "C", "C", "C", "C", "C", "C", "C", "C", "C", "H", "H", "H", "H", "H", "H", "H", "H", "H", "H", "H", "H", "H", "H", "H"],
  "positions_angstrom": [[-1.518, 0.678, 0.460], [-2.266, 0.341, 2.352], [-1.619, -1.278, 2.897], [-2.361, -2.779, 1.812], [-1.919, -2.903, 0.363], [-2.924, -2.518, -0.604], [-2.632, -2.640, -2.048], [-2.233, -4.051, -2.194], [-0.865, -4.244, -1.400], [-0.812, -3.757, 0.030], [0.228, -1.306, 2.853], [1.083, -0.195, 2.746], [2.466, -0.414, 3.001], [2.960, -1.671, 3.260], [2.104, -2.762, 3.208], [0.786, -2.583, 3.009], [-2.329, -1.889, 4.532], [-3.704, -1.839, 4.748], [-4.187, -2.134, 6.029], [-3.355, -2.480, 7.071], [-1.973, -2.438, 6.876], [-1.421, -2.134, 5.574], [-2.166, 1.104, 3.078], [-3.319, 0.074, 2.157], [-3.434, -2.562, 1.917], [-2.021, -3.669, 2.359], [-3.136, -1.451, -0.340], [-3.885, -3.080, -0.270], [-1.847, -1.920, -2.366], [-3.570, -2.310, -2.525], [-1.989, -4.354, -3.221], [-3.034, -4.629, -1.802], [-0.158, -3.727, -2.039], [-0.622, -5.304, -1.447], [0.136, -3.228, 0.083], [-0.695, -4.571, 0.757], [0.727, 0.842, 2.693], [3.120, 0.443, 3.135], [4.026, -1.742, 3.368], [2.378, -3.783, 3.245], [0.096, -3.450, 3.148], [-4.435, -1.512, 3.977], [-5.272, -2.004, 6.264], [-3.765, -2.821, 8.036], [-1.262, -2.740, 7.651], [-0.366, -2.077, 5.510], [-1.366, 5.882, 0.540], [-1.424, 5.138, -0.701], [-0.853, 5.633, -1.954], [-1.238, 4.498, -2.902], [-1.686, 3.369, -2.036], [-1.737, 3.839, -0.792], [-2.146, 2.975, 0.621], [-2.370, 5.841, 1.037], [-1.104, 6.890, 0.408], [-0.676, 5.359, 1.199], [0.217, 5.770, -1.803], [-1.309, 6.561, -2.220], [-0.537, 4.015, -3.630], [-2.076, 4.744, -3.555], [-1.370, 2.404, -2.186], [-0.610, 0.760, -1.429], [0.964, 0.897, -1.928], [1.714, -0.831, -2.346], [1.776, -1.496, -3.554], [2.335, -2.800, -3.732], [2.893, -3.448, -2.617], [2.869, -2.770, -1.398], [2.251, -1.571, -1.231], [2.119, 1.699, -0.723], [3.410, 1.226, -0.459], [4.211, 1.711, 0.538], [3.831, 2.802, 1.271], [2.598, 3.371, 0.988], [1.768, 2.810, 0.008], [1.235, 1.934, -3.487], [0.411, 1.843, -4.607], [0.795, 2.461, -5.820], [2.055, 3.050, -5.953], [2.840, 3.154, -4.797], [2.459, 2.647, -3.575], [1.373, -1.018, -4.416], [2.437, -3.182, -4.774], [3.411, -4.386, -2.663], [3.412, -3.282, -0.605], [2.355, -1.112, -0.232], [3.794, 0.378, -1.135], [5.131, 1.155, 0.750], [4.521, 3.213, 2.032], [2.321, 4.286, 1.537], [0.885, 3.314, -0.195], [-0.471, 1.327, -4.451], [0.155, 2.470, -6.630], [2.592, 3.527, -6.797], [3.759, 3.652, -4.851], [3.064, 2.756, -2.690]],
  "forces_ev_per_angstrom": [[0.9, 0.0, -0.3], [-1.0, -1.8, -1.5], [0.1, -0.1, 0.0], [1.5, 0.4, -1.8], [-1.4, -0.4, 2.8], [-1.8, 1.6, 2.2], [0.1, 1.4, -0.3], [2.2, -0.7, -0.5], [-1.5, -0.7, -1.7], [0.5, -0.1, -0.3], [0.1, 0.1, -0.4], [0.7, -0.6, 1.2], [-1.2, 0.9, 0.2], [0.1, 0.1, -0.8], [1.0, -0.2, -0.3], [-2.2, 0.2, 0.5], [1.4, 0.8, -0.6], [-0.7, 0.0, 0.9], [-1.7, 0.6, -0.4], [1.0, -0.4, 0.6], [0.9, -0.3, -1.6], [-3.0, -0.5, 2.4], [0.0, 1.0, 0.6], [-0.1, 0.7, 0.4], [0.3, -0.5, -0.4], [-0.3, 0.2, -0.2], [-0.1, -0.5, -0.1], [1.4, 0.7, -0.8], [-0.3, -0.4, 0.2], [0.4, -0.4, -0.2], [-0.4, 0.0, 0.2], [-0.6, -1.0, 0.2], [0.4, 0.2, 0.2], [0.2, 0.0, 0.1], [0.1, 0.7, 0.5], [-0.5, 0.2, 0.0], [0.0, -0.5, -0.3], [-0.1, -0.1, -0.4], [0.2, -0.4, 0.3], [1.0, -0.8, 0.4], [0.7, 0.6, -0.4], [0.7, -0.3, 0.5], [0.9, -0.4, -0.5], [0.2, 0.5, -0.6], [-0.4, 0.3, -0.1], [0.8, 0.0, -0.5], [-1.5, -1.9, 0.9], [-0.3, -0.2, -0.4], [0.2, -0.9, 0.2], [-0.1, -1.8, -1.8], [0.5, 1.1, 0.2], [0.1, 0.0, 0.6], [-0.4, 0.4, 0.5], [0.8, 0.1, -0.4], [0.5, 1.2, -0.5], [0.2, 0.3, 0.3], [0.2, 0.0, -0.2], [-0.2, 0.6, -0.3], [0.2, 1.1, 0.9], [-0.2, 0.4, 0.3], [-0.2, 0.0, 0.2], [1.0, 0.3, -0.5], [-0.6, -0.8, -0.7], [0.0, -0.7, 2.0], [0.2, -1.1, -0.3], [0.3, 0.5, 0.2], [-0.6, 1.3, -1.1], [0.5, -1.7, 0.0], [-0.1, 1.6, 0.0], [0.8, -0.3, 0.7], [0.0, -2.2, -2.0], [1.2, -1.0, -0.1], [0.1, 0.7, 0.8], [0.1, 0.6, 0.2], [1.2, 0.4, 1.1], [0.4, -0.1, 0.4], [2.5, 1.7, -0.4], [1.2, -0.2, 1.2], [0.7, 0.4, 1.2], [-0.8, -0.4, 0.1], [-1.3, -0.6, -0.3], [-0.1, 0.4, -0.7], [-0.3, 0.1, 1.1], [0.1, -0.3, -0.3], [-0.3, 0.4, 0.3], [-0.4, -0.2, -0.6], [-0.5, 1.3, 1.4], [-0.1, 0.5, -0.1], [-0.7, -0.2, -0.4], [-0.1, -0.5, -0.4], [-1.9, 0.8, -0.2], [-2.0, -0.9, -0.4], [-1.3, -0.2, -1.6], [-1.4, -0.6, -0.1], [1.3, 0.7, -0.2], [0.2, 0.1, -0.1]],
  "spin_multiplicity": 3,
  "relative_energy_kcal_mol": 19.67,
  "homo_ha": [-0.3751, -0.4045],
  "largest_force_ev_per_a": 3.8,
  "gap_ev": [8.5070, 6.0482],
  "energy_ha": -2942.65868,
  "charge": 1,
  "s_squared": 2.01
}



{
  "formula": "C18H19N9O5SZn",
  "method": "the ωB97M-V functional and the def2-TZVPD basis",
  "elements": ["Zn", "N", "C", "S", "N", "N", "C", "C", "C", "C", "C", "C", "N", "H", "H", "H", "H", "H", "H", "H", "O", "C", "O", "H", "C", "C", "C", "C", "C", "C", "O", "N", "C", "O", "N", "C", "O", "H", "H", "H", "H", "H", "H", "H", "H", "H", "H", "H", "N", "C", "N", "C", "N"],
  "positions_angstrom": [[-1.001, -0.181, 0.932], [-1.500, -0.532, 5.422], [-1.897, -0.598, 4.099], [-2.093, -2.099, 3.395], [-2.304, 0.553, 3.594], [-2.334, 0.756, 2.309], [-3.107, 1.680, 1.824], [-3.046, 1.993, 0.438], [-3.939, 2.898, -0.172], [-3.840, 3.121, -1.527], [-2.853, 2.460, -2.247], [-2.003, 1.601, -1.564], [-2.095, 1.374, -0.274], [-1.038, -1.375, 5.730], [-1.027, 0.324, 5.669], [-3.811, 2.203, 2.468], [-4.693, 3.394, 0.428], [-4.522, 3.803, -2.024], [-2.749, 2.599, -3.313], [-1.222, 1.076, -2.086], [-2.278, -1.196, -2.049], [-2.405, -1.854, -1.023], [-2.202, -1.543, 0.165], [-2.808, -2.915, -1.149], [0.447, -0.864, -3.577], [1.564, -1.713, -2.979], [2.177, -1.088, -1.708], [3.206, -2.065, -1.106], [3.835, -1.536, 0.180], [2.911, 0.175, -2.105], [3.856, 0.179, -2.879], [2.456, 1.310, -1.535], [1.265, 1.467, -0.738], [0.955, 2.610, -0.463], [0.632, 0.364, -0.379], [1.056, -0.870, -0.683], [0.548, -1.845, -0.158], [0.181, -1.243, -4.565], [0.764, 0.174, -3.684], [-0.444, -0.904, -2.951], [2.372, -1.837, -3.709], [1.168, -2.698, -2.722], [3.987, -2.246, -1.852], [2.689, -3.003, -0.894], [4.331, -0.582, 0.004], [4.571, -2.247, 0.555], [3.073, -1.392, 0.942], [2.950, 2.171, -1.747], [3.297, 0.570, 5.809], [2.808, 0.223, 4.816], [2.394, -0.225, 3.695], [1.325, -0.193, 3.042], [0.388, -0.231, 2.348]],
  "forces_ev_per_angstrom": [[-0.2, 0.0, -0.4], [0.3, 0.2, 0.0], [-0.6, -0.8, 0.1], [0.1, -0.5, -0.2], [-0.1, 1.5, 1.0], [-0.3, -0.1, -0.6], [-0.1, -0.3, 1.3], [-0.1, 0.3, -1.1], [0.2, -0.3, 0.4], [0.1, -0.1, -0.1], [-0.1, 0.1, 0.0], [-0.1, 0.3, -0.5], [-0.3, 0.3, 0.4], [-0.1, 0.1, -0.1], [0.0, 0.1, 0.0], [0.1, 0.0, 0.1], [0.0, 0.0, 0.0], [0.0, 0.0, 0.0], [0.1, 0.0, 0.0], [0.1, -0.1, 0.0], [0.2, 0.5, -0.7], [-0.8, -1.5, -0.3], [0.1, 0.1, 0.8], [0.2, 0.5, 0.1], [0.1, -0.1, 0.1], [0.0, 0.2, -0.1], [0.1, -0.6, -0.1], [0.1, 0.1, 0.1], [-0.1, -0.1, -0.2], [-0.1, -0.1, 0.1], [0.1, -0.1, -0.1], [-0.1, 0.5, 0.2], [0.9, 0.3, -0.5], [-0.1, 0.3, 0.1], [-0.8, -0.3, 0.3], [0.9, 0.0, -0.6], [-0.1, -0.5, 0.0], [-0.1, 0.0, -0.1], [0.0, 0.1, -0.1], [0.0, 0.1, -0.1], [0.0, -0.1, 0.1], [0.1, 0.0, 0.1], [-0.1, 0.0, 0.0], [0.0, 0.0, -0.1], [0.1, 0.1, 0.1], [0.0, 0.1, 0.1], [0.0, 0.0, 0.1], [-0.2, -0.2, 0.0], [0.2, 0.2, 0.5], [0.0, 0.3, 0.6], [1.4, -0.7, -0.5], [-1.7, 0.2, -0.8], [0.8, 0.1, 0.7]],
  "spin_multiplicity": 1,
  "relative_energy_kcal_mol": 13.56,
  "homo_ha": -0.0686,
  "largest_force_ev_per_a": 1.9,
  "gap_ev": 6.5067,
  "energy_ha": -3744.06606,
  "charge": -2
}